The following is a DFT calculation (ωB97M-V/def2-TZVPD) of a molecular structure, C18H14Cl3MoN6O10.

Each line ends with the Löwdin spin population.
CARTESIAN COORDINATES (ANGSTROEM)
Mo (-0.6046, -0.8048, 0.6153)  1.50
O (-4.4905, -1.3765, 1.8385)  0.02
C (-3.1740, -1.4284, 1.7433)  0.04
O (-2.5060, -0.9728, 0.7886)  0.00
C (-2.4131, -2.0941, 2.8682)  0.01
O (-1.0397, -1.7648, 2.7272)  0.01
C (-0.5302, -0.8465, 3.7083)  0.00
C (-0.6377, 0.6345, 3.2067)  0.01
O (-0.5772, 1.5460, 3.9869)  0.02
O (-0.7638, 0.7149, 1.9282)  0.06
H (-4.9133, -0.8970, 1.1041)  0.00
H (-2.8275, -1.7901, 3.8388)  0.00
H (-2.5059, -3.1887, 2.7872)  0.00
H (-1.0418, -0.9708, 4.6689)  0.00
H (0.5328, -1.0915, 3.8445)  0.00
Cl (0.4517, 2.7645, -5.9162)  0.01
C (0.0422, 1.9032, -4.4975)  0.03
C (1.0230, 1.1649, -3.8364)  -0.01
C (0.6954, 0.5226, -2.6649)  0.02
Cl (1.8244, -0.4646, -1.8069)  0.01
C (-0.5963, 0.6095, -2.0930)  -0.01
O (-0.8309, 0.0879, -0.9301)  0.08
C (-1.5799, 1.2998, -2.8378)  0.02
Cl (-3.1593, 1.3296, -2.1832)  0.01
C (-1.2667, 1.9366, -4.0205)  -0.01
H (2.0197, 1.0969, -4.2387)  0.00
H (-2.0317, 2.4665, -4.5663)  0.00
O (2.6414, -1.1350, 2.6822)  0.02
C (2.1474, -0.4971, 1.7818)  0.01
O (1.1133, -0.9496, 1.0879)  0.06
C (2.5874, 0.8792, 1.4148)  0.00
C (3.7615, 1.3973, 1.9685)  0.00
C (4.1090, 2.7177, 1.7352)  0.00
C (3.2962, 3.5410, 0.9714)  0.00
C (2.1438, 3.0078, 0.4078)  0.00
C (1.7868, 1.6884, 0.6207)  0.00
N (1.2663, 3.8208, -0.4093)  0.00
O (1.4303, 5.0126, -0.3966)  0.00
O (0.4236, 3.2304, -1.0600)  0.00
H (4.3699, 0.7584, 2.5919)  0.00
H (5.0161, 3.1105, 2.1649)  0.00
H (3.5385, 4.5788, 0.8016)  0.00
H (0.8561, 1.3382, 0.1915)  0.00
N (-2.1651, -4.0353, -3.1053)  0.01
N (-1.3558, -3.6485, -2.1139)  0.02
N (-0.2441, -4.2584, -1.8133)  0.00
C (0.2700, -3.5104, -0.8577)  0.02
N (-0.5373, -2.4671, -0.5809)  0.02
N (-1.5767, -2.5745, -1.4008)  0.02
H (-2.0751, -5.0151, -3.3446)  0.00
H (-3.1031, -3.6615, -3.0335)  0.00
H (1.2021, -3.7165, -0.3660)  0.00

Calculated values
**Frontier orbital gap (alpha / beta)**: 6.788 / 6.787 eV
**DFT total energy**: -87722.1930 eV
**Net charge**: +1
**2S+1**: 3
**Expectation value of S²**: 2.01
**ΔE to the lowest compared entry with this formula, charge and spin**: 182.4 kJ/mol